Entry 1:
The following is a DFT calculation (ωB97M-V/def2-TZVPD) of one molecule with the formula C4H3ClIN.

lowest unoccupied orbital energy (alpha / beta): -0.559 / -0.558 eV
HOMO-LUMO gap (alpha / beta): 7.63 / 7.63 eV
HOMO energy (alpha / beta): -8.19 / -8.19 eV
total energy: -26306.0024 eV
energy relative to the best compared isomer or geometry (same formula, charge and spin): 3.089 eV

Atoms and positions in Å:
C (0.47045, -0.31890, 1.37561)
C (-0.62975, 0.69779, -0.58089)
C (-0.27264, 0.63415, 0.81515)
C (0.10122, -1.28431, -1.73085)
N (-0.09521, -0.14015, -1.36427)
Cl (1.39402, -1.96511, -2.58007)
I (-1.14735, 2.30033, 1.90422)
H (0.73748, -0.35725, 2.52840)
H (-1.33690, 1.50875, -0.95175)
H (0.77868, -1.07531, 0.58446)

---

Entry 2:
The following is a DFT calculation (ωB97M-V/def2-TZVPD) of C4H3ClN2O3S as an isolated structure.

lowest unoccupied orbital energy (alpha / beta): -2.462 / -2.579 eV
HOMO-LUMO gap (alpha / beta): 7.84 / 6.89 eV
HOMO energy (alpha / beta): -10.31 / -9.47 eV
total energy: -36669.4178 eV
energy relative to the best compared isomer or geometry (same formula, charge and spin): 4.858 eV

Atoms and positions in Å:
C (1.17025, -0.90680, -0.62794)
C (1.14233, 0.31430, -0.05734)
C (-0.66647, -0.06293, -1.34503)
C (-0.43894, 2.14015, -0.23043)
N (0.05174, -1.06241, -1.44220)
N (-0.03789, 0.93467, -0.54938)
O (-2.10441, 2.82680, -0.80286)
O (-0.67335, 4.12244, 1.38225)
O (1.54412, 3.08969, 1.23981)
S (0.33324, 3.48411, 0.64621)
Cl (0.79693, 4.64988, -1.01680)
H (1.81452, -1.84318, -0.44528)
H (1.78614, 0.76182, 0.79438)
H (-1.54778, 0.06841, -1.93138)

---

Entry 3:
The following is a DFT calculation (ωB97M-V/def2-TZVPD) of one molecule with the formula C4H3ClN2S.

SMILES: N#C/C=C(Cl)\C=N/S
lowest unoccupied orbital energy: -0.770 eV
HOMO-LUMO gap: 8.76 eV
HOMO energy: -9.53 eV
total energy: -30531.5572 eV
energy relative to the best compared isomer or geometry (same formula, charge and spin): 2.514 eV

Atoms and positions in Å:
C (-1.14013, -0.28613, 0.47617)
C (-0.83000, 0.59241, -0.61347)
C (0.34573, 0.47644, -1.24635)
C (1.17567, -0.69339, -1.11902)
H (1.22676, -0.15254, 3.16182)
H (-2.22066, -0.62405, 0.37856)
H (0.82102, 1.24412, -1.87678)
N (-0.39036, -0.55656, 1.45868)
N (1.73126, -1.77860, -1.19797)
S (1.18198, 0.00568, 1.67135)
Cl (-1.90126, 1.77263, -1.09298)

---

Entry 4:
The following is a DFT calculation (ωB97M-V/def2-TZVPD) of a 2-piece molecular cluster, C4H3ClO2 overall.

lowest unoccupied orbital energy (alpha / beta): -0.893 / -0.893 eV
HOMO-LUMO gap (alpha / beta): 9.16 / 9.16 eV
HOMO energy (alpha / beta): -10.05 / -10.05 eV
total energy: -20808.4092 eV
energy relative to the best compared isomer or geometry (same formula, charge and spin): 5.007 eV

Atoms and positions in Å:
C (-3.03087, 0.30593, -0.10343)
C (-1.88366, 0.53586, 0.12701)
C (1.87412, -1.10095, -0.28259)
C (0.41810, 0.61857, 0.27230)
O (2.42529, -1.11277, 0.77179)
O (0.87052, -0.28187, -0.64377)
Cl (0.76927, 2.25518, -0.09462)
H (-4.07058, 0.18657, -0.23063)
H (2.10577, -1.75543, -1.13431)
H (0.52205, 0.34892, 1.31826)

---

Entry 5:
The following is a DFT calculation (ωB97M-V/def2-TZVPD) of a 2-piece molecular cluster, C4H3ClO2 overall.

lowest unoccupied orbital energy: -1.078 eV
HOMO-LUMO gap: 8.54 eV
HOMO energy: -9.62 eV
total energy: -20809.2514 eV
energy relative to the best compared isomer or geometry (same formula, charge and spin): 4.164 eV

Atoms and positions in Å:
C (1.71245, -1.06536, 0.92222)
C (-2.82350, 0.74664, -0.00342)
C (1.61092, 0.32246, 0.41141)
C (1.12263, -0.88326, -0.40708)
O (-2.39286, 1.55386, -0.70042)
O (-3.36273, 0.12529, 0.80248)
Cl (-0.58538, -1.45648, -0.49367)
H (1.07395, 0.84125, 1.05310)
H (2.21621, 0.88599, -0.12047)
H (1.42832, -1.07038, -1.46413)

---

Entry 6:
The following is a DFT calculation (ωB97M-V/def2-TZVPD) of one molecule with the formula C4H3ClOS.

SMILES: Sc1coc(Cl)c1
lowest unoccupied orbital energy: 0.579 eV
HOMO-LUMO gap: 9.36 eV
HOMO energy: -8.78 eV
total energy: -29599.5107 eV
energy relative to the best compared isomer or geometry (same formula, charge and spin): 1.646 eV

Atoms and positions in Å:
C (0.63674, 0.13751, 0.08972)
C (0.09898, 1.31374, 0.01031)
C (-1.44951, -0.08575, 0.03346)
C (-0.38363, -0.86125, 0.12175)
H (2.60842, -1.58012, 0.21326)
H (0.53157, 2.17380, 0.03142)
H (-0.11561, -1.86685, -0.00456)
O (-1.22829, 1.21663, -0.10206)
S (2.44811, -0.16104, -0.21741)
Cl (-3.14679, -0.28666, -0.17588)

---

Entry 7:
The following is a DFT calculation (ωB97M-V/def2-TZVPD) of C4H3CrLi2O2 as an isolated structure.

lowest unoccupied orbital energy (alpha / beta): -1.441 / -1.526 eV
2S+1: 6
HOMO-LUMO gap (alpha / beta): 3.82 / 3.97 eV
HOMO energy (alpha / beta): -5.26 / -5.49 eV
total energy: -37115.7637 eV
energy relative to the best compared isomer or geometry (same formula, charge and spin): 0.731 eV

Atoms and positions in Å:
C (0.44923, -0.70641, -0.35024)
O (-0.42927, -0.52625, 0.59069)
Cr (1.58637, 1.30241, -0.99365)
Li (-1.18953, -1.83702, 1.56778)
H (1.20922, -1.93890, -1.06967)
C (1.59805, -1.43824, 0.06013)
C (2.95036, -0.85061, 0.39521)
C (3.21676, 0.40557, 0.82179)
O (2.44166, 1.56076, 0.74413)
Li (1.32941, 0.70749, 1.95560)
H (1.27968, -1.92813, 1.00820)
H (4.20647, 0.62865, 1.25161)

---

Entry 8:
The following is a DFT calculation (ωB97M-V/def2-TZVPD) of C4H3ErLi2O2 as an isolated structure.

net charge: +2
lowest unoccupied orbital energy (alpha / beta): -9.418 / -9.435 eV
2S+1: 4
HOMO-LUMO gap (alpha / beta): 6.17 / 6.11 eV
HOMO energy (alpha / beta): -15.58 / -15.54 eV
total energy: -36302.7661 eV
energy relative to the best compared isomer or geometry (same formula, charge and spin): 2.419 eV

Atoms and positions in Å:
C (0.57176, -1.45436, 0.05193)
O (0.34323, -2.14935, 1.07878)
Li (0.05032, 2.05210, -1.95973)
Li (0.14195, -0.64545, 2.42275)
H (1.41767, -0.16451, -1.02432)
C (1.11256, -0.07830, 0.12468)
C (-0.00719, 0.70996, 0.80891)
C (-1.11531, 0.97858, 0.07756)
O (-1.31798, 0.64083, -1.25746)
Er (-1.33263, -1.43423, -1.45794)
H (2.07967, -0.02713, 0.64592)
H (-1.94407, 1.57184, 0.48892)

---

Entry 9:
The following is a DFT calculation (ωB97M-V/def2-TZVPD) of C4H3EuO5 as an isolated structure.

lowest unoccupied orbital energy (alpha / beta): -1.568 / -1.499 eV
2S+1: 9
HOMO-LUMO gap (alpha / beta): 4.95 / 7.27 eV
HOMO energy (alpha / beta): -6.52 / -8.77 eV
total energy: -33759.4667 eV
energy relative to the best compared isomer or geometry (same formula, charge and spin): 0.777 eV

Atoms and positions in Å:
C (-0.33460, 1.23228, -0.27013)
C (-0.00054, 0.99418, 1.00873)
O (-0.56182, -0.10661, 1.68207)
C (0.22409, -1.12172, 2.03120)
O (1.38118, -1.26499, 1.72527)
O (-0.52288, -2.01965, 2.65982)
H (-0.30419, 2.31323, -0.46757)
H (0.47625, 1.68944, 1.70252)
H (0.00158, -2.81327, 2.82956)
O (1.47163, 0.66149, -4.30455)
O (-0.50003, -0.03782, -3.45136)
C (0.70214, 0.38433, -3.41303)
Eu (-2.03281, 0.08910, -1.73253)

---

Entry 10:
The following is a DFT calculation (ωB97M-V/def2-TZVPD) of C4H3F2IN2O as an isolated structure.

lowest unoccupied orbital energy: -0.354 eV
HOMO-LUMO gap: 9.51 eV
HOMO energy: -9.86 eV
total energy: -22756.7506 eV

Atoms and positions in Å:
C (-0.42945, -0.56435, -1.62000)
C (-1.62228, -2.03906, -0.80082)
C (0.22087, 0.26995, -2.65984)
C (-2.85107, -3.63832, -0.94005)
N (-0.27741, -0.50928, -0.31036)
N (-1.11994, -1.40704, 0.20891)
O (-1.29071, -1.47816, -1.98788)
F (-2.14133, -4.73446, -0.69360)
F (-3.22734, -3.65868, -2.17159)
I (-4.57585, -3.33336, 0.29321)
H (-0.31312, 0.12265, -3.64651)
H (0.35619, 1.33817, -2.48175)
H (1.18703, -0.08178, -2.80151)

---

Entry 11:
The following is a DFT calculation (ωB97M-V/def2-TZVPD) of one molecule with the formula C4H3F2N.

SMILES: N#CCC=C(F)F
lowest unoccupied orbital energy: 0.666 eV
HOMO-LUMO gap: 11.09 eV
HOMO energy: -10.43 eV
total energy: -11119.8635 eV
energy relative to the best compared isomer or geometry (same formula, charge and spin): 1.041 eV

Atoms and positions in Å:
C (1.04171, -0.17633, 0.34958)
C (0.06707, 0.73258, -0.29866)
C (0.65994, -1.43754, -0.29702)
C (-1.20001, 0.75168, -0.01485)
N (0.19596, -2.37785, -0.75705)
F (-2.18288, 1.44030, -0.57231)
F (-1.80939, 0.01471, 0.97059)
H (2.07459, -0.07124, 0.19055)
H (0.30732, 1.32631, -1.05170)
H (0.84571, -0.20262, 1.48088)

---

Entry 12:
The following is a DFT calculation (ωB97M-V/def2-TZVPD) of one molecule with the formula C4H3F2NO.

SMILES: Oc1c(F)c[nH]c1F
lowest unoccupied orbital energy: 0.823 eV
HOMO-LUMO gap: 9.15 eV
HOMO energy: -8.33 eV
total energy: -13167.9812 eV
energy relative to the best compared isomer or geometry (same formula, charge and spin): 0.024 eV

Atoms and positions in Å:
C (-0.00271, 0.90681, -0.00865)
C (-1.03577, -0.06556, 0.00088)
C (-0.49889, -1.31653, -0.00971)
C (1.16042, 0.19655, 0.00160)
H (-1.05181, 2.46525, 0.01837)
H (-0.94276, -2.30814, 0.01690)
H (1.56013, -1.87223, -0.00896)
N (0.86926, -1.13722, 0.00229)
O (-0.13724, 2.27353, -0.00186)
F (-2.34382, 0.25456, -0.00528)
F (2.42319, 0.60300, -0.00556)